CH4N3P | the ωB97M-V functional and the def2-TZVPD basis

Atoms and positions in Å:
C 0.46765 0.57646 0.84562
N 0.56247 -0.85132 0.89056
N 0.25322 -1.50362 -0.07680
N -0.29039 -0.79434 -1.02091
P -0.28529 0.95693 -0.90212
H -0.01139 0.92375 1.66786
H 1.51393 0.79818 0.78646
H -0.42811 -1.12519 -1.93880
H -1.78209 1.01915 -0.25187

Calculated values
E_tot = -546.027579 a.u.
LUMO = 0.853 eV
relative energy (zero: lowest compared OMol25 entry of this formula, charge and spin) = 2.579 eV
SMILES = C1N=NNP1
HOMO = -9.04 eV
orbital gap = 9.89 eV